C2H7OPS | wB97M-V/def2-TZVPD

Geometry as XYZ:
```
12
Properties=species:S:1:pos:R:3:nbo_charge:R:1
C 0.62955 -1.02618 0.23793 -0.956
C -0.71383 1.21074 -0.75821 -0.925
O 4.64058 -1.09035 -0.13087 -0.692
P 0.61418 0.82199 0.39032 0.562
S 4.30066 0.34969 -0.16413 0.685
H -0.16779 -1.72145 -0.16329 0.231
H 0.96195 -1.52273 1.17993 0.241
H 1.43040 -1.20127 -0.41272 0.225
H -1.00019 2.26029 -0.69243 0.231
H -1.49089 0.66929 -0.31832 0.221
H -0.58546 0.96913 -1.75947 0.227
H -0.27627 1.08909 1.51881 -0.049
```

Results
LUMO (spin up / spin down)   -1.343 / -1.346 eV
Energy above the lowest of the compared OMol25 structures with the same formula, charge and spin   374.8 kJ/mol
2S+1   1
Total energy   -895.0733 hartree
SMILES string   CPC.O=S
Net charge   0
Highest occupied orbital energy (spin up / spin down)   -8.82 / -8.69 eV
Gap between HOMO and LUMO (spin up / spin down)   7.475 / 7.342 eV



C2H7OPS | wB97M-V/def2-TZVPD

Geometry as XYZ:
```
12
Properties=species:S:1:pos:R:3:nbo_charge:R:1
C 1.31663 -1.31483 -0.27483 -0.613
C -0.08830 -0.78678 -0.50007 -0.423
O -2.27899 1.03859 1.78822 -1.014
P -1.32369 2.07332 1.40388 1.117
S -0.05366 1.02125 -1.25462 -0.109
H 1.89151 -1.15894 -1.09455 0.214
H 1.73140 -0.87543 0.72758 0.207
H 1.17425 -2.28126 -0.10490 0.216
H -0.79778 -0.81059 0.31223 0.229
H -0.59838 -1.26403 -1.37428 0.211
H 1.18032 1.11551 -0.57500 0.146
H -2.15331 3.24318 0.94634 -0.180
```

Results
LUMO   -0.217 eV
Energy above the lowest of the compared OMol25 structures with the same formula, charge and spin   271.5 kJ/mol
2S+1   1
Total energy   -895.1127 hartree
SMILES string   CCS.O=P
Net charge   0
Highest occupied orbital energy   -8.79 eV
Gap between HOMO and LUMO   8.572 eV



C2H7OPS2 | wB97M-V/def2-TZVPD

Geometry as XYZ:
```
13
Properties=species:S:1:pos:R:3:nbo_charge:R:1
C -0.50171 -0.69050 -0.83824 -0.606
C -0.80546 0.22748 0.31661 -0.755
O 1.64100 1.54932 0.55590 -1.000
P 0.61551 0.59985 1.41696 1.119
S -0.01533 1.58310 3.15799 -0.176
S 1.76883 -1.18816 1.14452 -0.395
H 0.13508 -1.48986 -0.66793 0.226
H -1.44022 -1.26955 -1.06094 0.217
H -0.13878 -0.17237 -1.64670 0.220
H -1.59959 -0.05612 0.97965 0.254
H -1.21573 1.19101 0.02239 0.246
H 2.51571 1.75155 1.05656 0.516
H 2.86920 -0.72939 1.76468 0.133
```

Results
LUMO (spin up / spin down)   0.484 / -2.804 eV
Energy above the lowest of the compared OMol25 structures with the same formula, charge and spin   69.5 kJ/mol
2S+1   3
Total energy   -1293.2652 hartree
Net charge   0
Highest occupied orbital energy (spin up / spin down)   -5.19 / -9.25 eV
Gap between HOMO and LUMO (spin up / spin down)   5.678 / 6.445 eV



C2H7OS | wB97M-V/def2-TZVPD

Geometry as XYZ:
```
11
Properties=species:S:1:pos:R:3:nbo_charge:R:1
O -2.30773 1.65617 0.16258 -1.001
H -1.40035 1.27984 0.21770 0.500
C 1.09790 0.65265 1.17387 -0.626
C 0.42462 0.25000 -0.11464 -0.897
S 0.60128 -1.38707 -0.68568 -0.105
H 1.85270 1.44208 0.99300 0.159
H 1.70137 -0.14258 1.62271 0.184
H 0.46232 0.95106 2.02294 0.151
H -2.85984 0.94338 0.50125 0.449
H 0.13343 1.02983 -0.81073 0.174
H -0.42540 -2.06577 -0.13396 0.011
```

Results
LUMO   3.952 eV
Energy above the lowest of the compared OMol25 structures with the same formula, charge and spin   213.5 kJ/mol
2S+1   1
Total energy   -553.7826 hartree
Net charge   -1
Highest occupied orbital energy   -1.30 eV
Gap between HOMO and LUMO   5.254 eV



C2H7OS | wB97M-V/def2-TZVPD

Geometry as XYZ:
```
11
Properties=species:S:1:pos:R:3:nbo_charge:R:1
S -0.85943 1.30631 -2.32614 -1.088
H -1.59005 2.39611 -2.59632 0.113
C 0.78356 -0.43342 0.24997 -0.059
O 0.23468 -1.13754 -0.83474 -0.753
C -0.16028 -0.43029 1.45629 -0.645
H 1.79052 -0.72946 0.55373 0.124
H 0.99094 0.62605 0.02009 0.184
H 0.14149 -0.46577 -1.55739 0.514
H -1.04710 -0.03050 0.96916 0.233
H -0.48137 -1.39454 1.87445 0.189
H 0.19705 0.29305 2.19090 0.189
```

Results
LUMO   4.178 eV
Energy above the lowest of the compared OMol25 structures with the same formula, charge and spin   54.8 kJ/mol
2S+1   1
Total energy   -553.8431 hartree
Net charge   -1
Highest occupied orbital energy   -2.85 eV
Gap between HOMO and LUMO   7.032 eV



C2H7PS2 | wB97M-V/def2-TZVPD

Geometry as XYZ:
```
12
Properties=species:S:1:pos:R:3:nbo_charge:R:1
C 2.34850 -0.31989 -0.19764 -0.768
C -1.67550 -0.71035 -0.00935 -0.621
P -0.10990 1.08034 -0.69394 0.312
S -3.25944 0.23093 -0.13901 -0.037
S 1.44244 0.98786 0.62474 -0.044
H 2.18930 -1.38254 0.33396 0.218
H 3.37224 -0.14009 -0.11751 0.223
H 2.26399 -0.46652 -1.23529 0.225
H -1.19634 -0.76345 0.92012 0.206
H -1.69692 -1.49587 -0.69790 0.207
H -0.67187 1.83999 0.34849 -0.052
H -3.00651 1.13957 0.86336 0.131
```

Results
LUMO   0.264 eV
Energy above the lowest of the compared OMol25 structures with the same formula, charge and spin   260.9 kJ/mol
2S+1   1
Total energy   -1218.0356 hartree
Net charge   0
Highest occupied orbital energy   -7.57 eV
Gap between HOMO and LUMO   7.834 eV



C2H7PS3 | wB97M-V/def2-TZVPD

Geometry as XYZ:
```
13
Properties=species:S:1:pos:R:3:nbo_charge:R:1
C -1.12069 -0.48621 -0.83501 -0.502
C 0.33720 0.17966 0.55464 -0.649
P -0.74415 0.28585 2.12406 0.349
S -0.27900 -0.40193 -2.38458 0.037
S 1.57340 -1.10435 0.44633 -0.049
S 0.94737 1.78381 0.00775 -0.008
H -1.69089 0.34913 -0.63102 0.211
H -1.56468 -1.31757 -0.43013 0.211
H -0.60218 -1.02407 2.44398 -0.026
H 0.32209 0.54447 3.13914 -0.006
H -0.89469 0.66854 -2.93169 0.139
H 2.74450 -0.88488 -0.19279 0.161
H 0.97173 1.40755 -1.31068 0.132
```

Results
LUMO   0.499 eV
Energy above the lowest of the compared OMol25 structures with the same formula, charge and spin   387.8 kJ/mol
2S+1   1
Total energy   -1616.1874 hartree
Net charge   0
Highest occupied orbital energy   -8.34 eV
Gap between HOMO and LUMO   8.840 eV



C2H7S2 | wB97M-V/def2-TZVPD

Geometry as XYZ:
```
11
Properties=species:S:1:pos:R:3:nbo_charge:R:1
S -0.08679 -2.55042 1.44641 -0.993
H 0.99689 -2.76415 0.69214 0.091
C -0.34839 1.15200 0.49505 -0.635
C 0.36196 0.68963 -0.76808 -0.497
S -0.53459 -0.64463 -1.64838 -0.198
H -1.41934 1.17023 0.30129 0.203
H -0.17796 0.44808 1.30463 0.255
H -0.02051 2.15666 0.74855 0.181
H 1.35778 0.28132 -0.57017 0.208
H 0.45225 1.51743 -1.46174 0.189
H -0.58132 -1.45615 -0.53971 0.195
```

Results
LUMO   3.617 eV
Energy above the lowest of the compared OMol25 structures with the same formula, charge and spin   4.3 kJ/mol
2S+1   1
Total energy   -876.8084 hartree
Net charge   -1
Highest occupied orbital energy   -2.94 eV
Gap between HOMO and LUMO   6.554 eV



C2H7S2 | wB97M-V/def2-TZVPD

Geometry as XYZ:
```
11
Properties=species:S:1:pos:R:3:nbo_charge:R:1
S -0.60468 2.37996 -0.00187 -0.824
H -1.30172 3.22220 -0.78443 0.103
C 1.12455 -0.67944 0.28626 -0.636
C -0.35344 -0.97325 0.35926 -0.521
S -1.24428 -0.61872 -1.21154 -0.330
H 1.74971 -1.38529 -0.26723 0.190
H 1.32997 0.31580 -0.13073 0.236
H 1.67892 -0.58041 1.23569 0.186
H -0.80354 -0.56897 1.27466 0.209
H -0.50913 -2.05069 0.31125 0.199
H -1.06637 0.93880 -1.07131 0.187
```

Results
LUMO   3.878 eV
Energy above the lowest of the compared OMol25 structures with the same formula, charge and spin   48.5 kJ/mol
2S+1   1
Total energy   -876.7915 hartree
Net charge   -1
Highest occupied orbital energy   -3.07 eV
Gap between HOMO and LUMO   6.952 eV



C2H7S3 | wB97M-V/def2-TZVPD

Geometry as XYZ:
```
12
Properties=species:S:1:pos:R:3:nbo_charge:R:1
C 2.23200 -1.40113 1.22584 -0.718
S 2.06718 -3.13942 0.71226 -0.086
H 1.27917 -1.11862 1.66516 0.227
H 2.42103 -0.75039 0.38296 0.229
H 2.96960 -1.37954 2.02151 0.214
C -0.12906 0.65176 0.23754 -0.768
S -0.99085 2.25551 -0.17300 -0.081
S -2.49062 1.58519 -1.45802 -0.767
H -0.67354 -0.07543 -0.35677 0.245
H 0.82151 0.83442 -0.26162 0.186
H 0.09200 0.58148 1.29281 0.190
H 1.11273 -2.93714 -0.20505 0.131
```

Results
LUMO   2.902 eV
Energy above the lowest of the compared OMol25 structures with the same formula, charge and spin   84.1 kJ/mol
2S+1   1
Total energy   -1274.9793 hartree
Net charge   -1
Highest occupied orbital energy   -2.07 eV
Gap between HOMO and LUMO   4.971 eV